[1]
C17H35NNbO6 as an isolated structure at a distorted geometry. Source: the OMol25 dataset; level of theory: ωB97M-V/def2-TZVPD.

Structure (ORCA input):
```
! wB97M-V def2-TZVPD RIJCOSX def2/J DEFGRID3
* xyz -1 1
C -3.0462 -4.7722 -0.6886
C -3.1085 -3.7806 -1.5981
C -2.4457 -3.6659 -2.9054
Nb -0.3742 -2.5972 -2.9673
N 0.0177 -2.9085 -4.9683
O -1.3662 -0.9430 -3.2279
C 1.8322 -2.0106 -3.1240
O 1.8225 -0.7078 -3.7391
C 2.0250 0.3626 -2.8573
C -0.0561 -2.1539 -0.7755
C -0.3835 -0.7451 -0.2265
C 0.7994 -0.1190 0.5315
C -1.6083 -0.7479 0.7233
H -3.3828 -4.6257 0.3326
H -2.6398 -5.7478 -0.9465
H -3.7462 -2.9245 -1.3472
H -2.2524 -4.6600 -3.3261
H -3.0508 -3.1010 -3.6278
H 0.1589 -4.3024 -2.5768
H -0.8234 -2.6590 -5.4894
H 0.7454 -2.3065 -5.3447
H -2.2646 -0.8833 -2.8857
H 2.3962 -2.6786 -3.7862
H 2.3712 -1.9928 -2.1673
H 2.3299 1.2285 -3.4513
H 2.8170 0.1301 -2.1303
H 1.1105 0.6201 -2.3062
H 1.0037 -2.3525 -0.5768
H -0.5919 -2.9304 -0.2122
H -0.6066 -0.0359 -1.0280
H 1.7787 -0.4114 0.1403
H 0.7448 0.9726 0.4426
H 0.7380 -0.3379 1.6054
H -2.4536 -0.1818 0.3169
H -1.3534 -0.2792 1.6765
H -1.9640 -1.7625 0.9194
O -0.7048 2.8571 -0.2479
C -1.2640 3.1812 0.7559
O -1.5177 2.3071 1.7618
C -2.2924 2.9327 2.7899
C -2.0378 4.4310 2.6341
C -1.8211 4.5464 1.1300
H -3.3422 2.6674 2.6390
H -1.9602 2.5317 3.7446
H -2.8510 5.0392 3.0251
H -1.1207 4.7011 3.1587
H -2.7549 4.6841 0.5798
H -1.1209 5.3203 0.8273
O 1.5067 3.7946 3.2434
C 2.2508 2.8593 3.3197
O 2.3745 2.1533 4.4732
C 3.3884 1.1417 4.3450
C 3.5256 0.9022 2.8451
C 3.1851 2.2765 2.2747
H 4.3114 1.5227 4.7905
H 3.0596 0.2720 4.9085
H 4.5028 0.5169 2.5641
H 2.7685 0.1908 2.5168
H 4.0552 2.9339 2.2039
H 2.6860 2.2478 1.3091
*
```

Values from the calculation:
LUMO energy (eV): 2.39
Frontier orbital gap (eV): 6.02



[2]
C17H36BBr2N5OP2SiTa as an isolated structure. Source: the OMol25 dataset; level of theory: ωB97M-V/def2-TZVPD.

Structure (ORCA input):
```
! wB97M-V def2-TZVPD RIJCOSX def2/J DEFGRID3
* xyz 3 1
Ta 0.1989 0.0597 -0.3133
Br 4.7636 -1.1324 -0.6051
C 3.6912 -2.6900 -0.5932
Br 1.7025 -2.3985 -0.6859
H 3.8212 -3.2429 0.3292
H 3.8793 -3.2963 -1.4717
C 2.6285 -0.8145 2.5076
P 0.8554 -0.8133 2.1701
C 0.2175 -2.4538 2.5858
C 0.2047 0.2929 3.4628
C 0.3342 1.7331 2.9850
P -0.6459 1.8800 1.4619
C -0.4313 3.5754 0.8781
C -2.3721 1.7171 2.0424
H 2.7975 -1.3199 3.4602
H 2.9856 0.2133 2.5851
H 3.2026 -1.3067 1.7294
H 0.4550 -2.6698 3.6292
H 0.6661 -3.2215 1.9581
H -0.8644 -2.4757 2.4601
H 0.7671 0.1206 4.3833
H -0.8359 0.0358 3.6752
H 1.3720 2.0145 2.7957
H -0.0641 2.4410 3.7156
H -0.6918 4.2567 1.6909
H -1.0819 3.7853 0.0303
H 0.6088 3.7459 0.5983
H -2.9953 2.4862 1.5877
H -2.3976 1.8847 3.1206
H -2.7901 0.7329 1.8309
N -1.9905 2.1549 -3.3399
C -3.0097 2.2873 -2.4226
C -2.5407 1.7653 -1.2618
N -1.2405 1.3351 -1.4537
C -0.9567 1.5719 -2.7318
C 0.3088 1.0829 -3.2212
N 0.9896 0.2832 -2.4023
C 2.1743 -0.0060 -3.0488
C 2.1761 0.6033 -4.2614
N 0.9838 1.2877 -4.3514
H -2.0504 2.4325 -4.3104
H -3.9616 2.7217 -2.6770
H -3.0573 1.6484 -0.3289
H 2.9463 -0.6077 -2.6072
H 2.9070 0.6113 -5.0518
H 0.7087 1.8650 -5.1344
B 4.2272 2.4028 0.6732
C 2.9318 1.7272 0.2846
N 1.9227 1.1679 0.0505
H 3.8836 3.3574 1.3363
H 4.7689 1.5599 1.3585
H 4.8320 2.6874 -0.3261
C -1.5373 -4.0699 -0.5438
Si -2.3750 -2.4274 -0.5591
C -3.5696 -2.1644 0.8268
C -3.0534 -1.9397 -2.2086
O -1.0977 -1.2253 -0.3126
H -2.2865 -4.8560 -0.6689
H -1.0208 -4.2688 0.3966
H -0.8257 -4.1761 -1.3648
H -4.3474 -2.9297 0.7483
H -4.0750 -1.1978 0.7742
H -3.1224 -2.2743 1.8165
H -3.8662 -2.6135 -2.4909
H -2.2923 -2.0083 -2.9899
H -3.4655 -0.9280 -2.2003
*
```

Values from the calculation:
LUMO energy (eV): -9.91
Frontier orbital gap (eV): 7.96



[3]
A 3-piece molecular cluster, C17H36ClN3O4 overall at a distorted geometry. Source: the OMol25 dataset; level of theory: ωB97M-V/def2-TZVPD.

Structure (ORCA input):
```
! wB97M-V def2-TZVPD RIJCOSX def2/J DEFGRID3
* xyz 0 1
C -2.1632 0.5149 -3.9200
C -2.9811 -0.7516 -4.4628
Cl -4.1157 -0.1018 -5.7945
C -2.0627 -1.9422 -5.0495
O -1.3329 -2.6769 -4.0190
C -0.0890 -2.0722 -3.7161
O 0.1605 -1.7119 -2.5299
O 0.9463 -1.7902 -4.6898
O 0.8653 -0.4262 -4.8614
C 1.1260 -0.1187 -6.2334
N 1.1652 -0.1868 -7.4454
H -1.5193 0.2988 -2.9977
H -1.5733 1.0565 -4.7579
H -2.9563 1.2873 -3.5724
H -3.6928 -1.2128 -3.6750
H -1.3949 -1.6104 -5.9345
H -2.8025 -2.7057 -5.5124
C -1.6235 0.7391 1.8516
C -2.2079 -0.5228 2.4752
N -3.2484 -1.1513 1.6685
C -3.9911 -2.1849 2.3872
C -3.2258 -3.4303 2.8298
C -2.8850 -1.4871 0.2948
C -1.6975 -2.4243 0.0819
H -2.4080 1.4668 1.6230
H -0.9249 1.2085 2.5494
H -1.0699 0.5234 0.9341
H -2.6378 -0.2322 3.4405
H -1.3869 -1.2190 2.6929
H -4.8530 -2.4952 1.7858
H -4.4289 -1.7234 3.2806
H -3.0196 -4.0966 1.9910
H -3.8302 -3.9991 3.5431
H -2.2834 -3.1879 3.3251
H -2.6794 -0.5542 -0.2424
H -3.7584 -1.9030 -0.2207
H -0.8439 -2.1733 0.7158
H -1.3600 -2.3577 -0.9564
H -1.9687 -3.4660 0.2593
C 4.5598 4.4326 2.5981
C 4.7042 3.0193 2.0460
N 3.8365 2.0413 2.6940
C 4.1748 0.6588 2.3606
C 4.0116 0.2194 0.9070
C 2.4093 2.3481 2.7003
C 1.7202 2.5514 1.3520
H 4.7194 4.4522 3.6803
H 5.3039 5.0882 2.1381
H 3.5761 4.8574 2.3833
H 5.7475 2.7214 2.2009
H 4.5429 3.0488 0.9601
H 3.5992 -0.0188 3.0011
H 5.2197 0.4904 2.6482
H 2.9627 0.0749 0.6443
H 4.5100 -0.7430 0.7556
H 4.4549 0.9276 0.2038
H 2.2565 3.2536 3.2977
H 1.8730 1.5704 3.2559
H 2.3035 3.1753 0.6710
H 0.7577 3.0499 1.5035
H 1.5091 1.6013 0.8596
*
```

Values from the calculation:
LUMO energy (eV): -1.15
Frontier orbital gap (eV): 6.96
SMILES: C[C@@H](Cl)COC(=O)OOC#N.CCN(CC)CC.CCN(CC)CC



[4]
C17H36O16Zr as an isolated structure at a distorted geometry. Source: the OMol25 dataset; level of theory: ωB97M-V/def2-TZVPD.

Structure (ORCA input):
```
! wB97M-V def2-TZVPD RIJCOSX def2/J DEFGRID3
* xyz 0 1
Zr -15.7031 -0.7690 -23.2245
C -12.7112 -2.7586 -27.7701
O -13.5092 -2.3028 -26.6725
H -13.2426 -2.6344 -28.7136
H -11.8530 -2.0909 -27.8460
H -12.3598 -3.7900 -27.7412
C -13.1937 -3.6115 -19.1861
O -13.5118 -3.0092 -20.3906
H -13.6210 -3.0327 -18.3672
H -13.5459 -4.6407 -19.1165
H -12.1176 -3.6047 -19.0123
C -20.8643 -0.1339 -25.6753
O -19.5731 -0.4123 -25.1254
H -21.3381 -1.0243 -26.0887
H -21.5162 0.2199 -24.8766
H -20.9976 0.5025 -26.5501
C -16.8728 2.8431 -19.0062
O -16.6468 2.1042 -20.1652
H -17.9197 3.1052 -18.8534
H -16.6404 2.3930 -18.0411
H -16.4307 3.8384 -19.0534
C -21.5578 -6.2976 -16.3692
C -21.3840 -5.7792 -17.8154
C -22.4274 -4.7182 -18.2098
O -21.6648 -3.8580 -18.9694
C -20.3289 -4.1257 -18.8167
O -19.4274 -3.4905 -19.3410
O -20.1730 -5.0480 -17.9013
H -20.9000 -7.1440 -16.1718
H -22.6090 -6.5632 -16.2563
H -21.4896 -5.4993 -15.6303
H -21.2863 -6.6669 -18.4404
H -22.9338 -4.1232 -17.4499
H -23.2101 -5.1656 -18.8224
C -19.6866 -6.1412 -24.6558
O -18.6349 -6.9894 -24.4734
C -17.4194 -6.5144 -24.0560
O -17.0975 -5.3238 -23.9393
O -16.6519 -7.5566 -23.9031
C -15.2192 -7.3988 -23.8114
H -19.7952 -5.6108 -23.7098
H -20.6016 -6.7099 -24.8215
H -19.5986 -5.3598 -25.4107
H -14.6685 -8.3317 -23.9324
H -14.9469 -7.0613 -22.8114
H -14.7590 -6.7378 -24.5459
C -9.5840 2.0963 -24.7003
O -9.5990 2.6764 -23.4242
C -10.5314 2.4064 -22.5555
O -11.5396 1.6930 -22.6362
O -10.0066 2.7742 -21.3710
C -10.6834 2.6159 -20.1492
H -9.1542 2.8102 -25.4030
H -10.5692 1.8357 -25.0871
H -8.9548 1.2092 -24.6268
H -9.9151 2.4728 -19.3893
H -11.3427 1.7511 -20.0742
H -11.2969 3.4898 -19.9301
C -14.7809 5.4182 -24.5303
O -14.8960 5.1784 -25.9660
C -15.3102 4.0289 -26.3739
O -15.4037 2.9699 -25.7047
O -15.4485 4.0509 -27.7135
C -15.6652 2.8556 -28.4658
H -14.0362 4.6685 -24.2628
H -15.7055 5.2761 -23.9709
H -14.2358 6.3269 -24.2750
H -14.7962 2.2004 -28.4040
H -15.6707 3.2768 -29.4711
H -16.5582 2.2871 -28.2062
*
```

Values from the calculation:
LUMO energy (eV): -5.01
Frontier orbital gap (eV): 1.83



Per-record highest occupied orbital energy, Eh: -0.133 -0.657 -0.298 -0.251